Formula: C22H18N2O4
Source: the OMol25 dataset
Level of theory: ωB97M-V/def2-TZVPD

```
! RIJCOSX wB97M-V def2-TZVPD def2/J DEFGRID3
* xyz 0 1
H 6.9834 1.4819 1.5479
C -5.7939 -3.2929 0.3329
C 0.4249 0.7342 1.5621
H 1.6140 2.7942 -0.8545
H -4.5057 -0.6606 2.0218
H 0.7798 0.1799 2.4171
H -3.7376 -5.4389 -1.2725
H 6.1520 -0.3194 -3.3200
C -5.3879 -4.4076 -0.3788
H 8.8617 0.9910 -0.2593
C 6.6769 0.8579 -0.4336
C -1.3498 1.4421 0.0948
H -1.6191 0.1535 1.7808
H -6.8352 -3.1627 0.5884
O 2.6413 1.4725 1.2714
N -3.5925 0.6888 0.2879
C 6.6416 0.0515 -2.4407
C -4.0548 -4.5685 -0.7171
C -5.8318 -0.1149 0.4329
C 7.9663 0.2163 -2.1404
O -6.9758 -0.0360 0.0490
C 1.3403 1.4758 0.8163
C -2.7388 1.4239 -0.3061
C -3.1312 -3.6071 -0.3441
C 7.9957 0.7341 -0.8350
C -0.4238 2.1896 -0.6331
C -0.9039 0.7196 1.2059
H -3.0216 2.0637 -1.1509
C -4.8704 -2.3292 0.7173
C -5.3292 -1.1016 1.4640
H 4.7534 1.8516 2.2538
O 3.6029 1.5181 -0.7781
H -5.1670 1.3207 -0.8625
H -2.0903 -3.7242 -0.6087
H -6.1139 -5.1520 -0.6713
N -4.8686 0.6952 -0.1082
C 0.9111 2.2134 -0.2803
C -3.5366 -2.4912 0.3670
H -0.7538 2.7607 -1.4887
H -6.1565 -1.3508 2.1283
H 8.8028 -0.0064 -2.7702
C 3.7059 1.5080 0.4198
C 6.1905 1.3258 0.8267
O 5.8706 0.4312 -1.4264
C 4.9287 1.5645 1.2271
H -2.8149 -1.7381 0.6461
*
```

Summary:
Lowest unoccupied orbital energy in Eh: -0.0081
Orbital gap in eV: 8.09
Energy above the lowest of the compared OMol25 structures with the same formula, charge and spin in kcal per mole: 61.7
SMILES: O=C(Cc1ccccc1)N/N=C/c1ccc(OC(=O)/C=C\c2ccco2)cc1



Formula: C22H18N6O2PtS
Source: the OMol25 dataset
Level of theory: ωB97M-V/def2-TZVPD

```
! RIJCOSX wB97M-V def2-TZVPD def2/J DEFGRID3
* xyz 2 3
C -0.4552 5.1611 3.2731
O -3.1726 -4.2664 -4.1940
N -0.4608 1.9884 0.3842
H -1.3494 7.3604 4.7441
N -0.4889 -1.3143 -3.2111
C -0.4096 4.8378 4.6295
C -0.4297 2.8103 2.7157
H -0.4648 -5.2450 -0.8311
H 2.5895 -5.0720 -2.1431
C -0.4644 4.1476 2.3314
C -0.4330 -1.9535 -0.8992
N -0.4262 -3.2463 -1.3134
N 2.8275 -5.4251 -3.0545
C -0.4394 1.7792 1.6898
C -0.4621 -0.9265 -1.9094
C -0.4341 7.1200 5.2871
C -0.4413 -4.2369 -0.4384
C 2.7049 -4.6311 -4.1047
C -0.3758 3.4956 5.0272
N 3.1638 -4.9944 -5.2839
H -0.4829 6.1894 2.9466
C -0.4314 -1.6261 0.4725
C -0.5551 0.9529 -3.9058
H -0.5379 2.4291 -2.3463
C -0.4375 -0.2419 0.7858
H -0.5532 -0.7904 -5.1975
H -0.3407 3.2690 6.0835
H -0.4365 -2.4983 2.4532
H 3.2848 -6.3241 -3.1074
H -0.4993 4.3935 1.2790
H -0.3548 1.4743 4.4277
H 3.6831 -5.8490 -5.4276
N -0.4239 0.4363 1.9786
O -0.3938 5.7348 5.6250
H -0.4324 0.0466 2.9050
Pt -0.2844 -3.4311 -3.4598
C -0.4594 0.7528 -0.1748
H -0.5970 1.6529 -4.7276
C -2.1276 -3.9858 -3.9036
C -0.4806 0.4289 -1.5666
C -0.3854 2.5008 4.0807
H 0.4396 7.4009 4.6969
C -0.5249 1.3775 -2.6019
C -0.4425 -3.9884 0.9369
C -0.5329 -0.4171 -4.1821
C -0.4328 -2.6947 1.3888
S 1.9938 -3.0367 -3.9424
H -0.4212 7.6531 6.2316
H -0.4601 -4.8215 1.6247
H 3.0487 -4.3769 -6.0723
*
```

Summary:
Lowest unoccupied orbital energy (alpha / beta) in Eh: -0.2316 / -0.2999
Orbital gap (alpha / beta) in eV: 5.78 / 3.93



Formula: C22H19AuCl3N2OP
Source: the OMol25 dataset
Level of theory: ωB97M-V/def2-TZVPD

```
! RIJCOSX wB97M-V def2-TZVPD def2/J DEFGRID3
* xyz 2 3
N -2.2542 -0.2479 -0.2828
C 1.7212 -0.0253 3.1613
Cl -5.6168 -1.3093 -1.1742
H 5.0188 -0.3306 2.4533
H 0.9673 2.6845 -0.8725
Au -0.1586 0.4412 0.1956
C -0.7191 1.5555 3.2272
C -3.0720 -2.4444 3.3321
P 0.0037 0.0393 2.5827
N 2.0647 -0.0923 0.0331
C 4.2099 -0.1553 4.4078
C 2.9479 -0.3085 0.9295
C -0.3055 -2.5105 3.7254
H 1.8232 -0.0277 -1.8853
O 2.4904 -0.3251 -1.2464
Cl -5.1373 1.6173 -1.1310
C -0.1524 2.7600 2.7871
H -3.0760 -4.3857 4.2330
H 5.1769 -0.2134 4.8834
C -4.8131 0.0427 -0.3321
C 3.0641 -0.0141 5.1757
H 0.6823 2.7356 2.0973
H -2.1323 4.9145 4.4622
C -1.8043 1.5683 4.1043
H -0.2686 2.0374 -1.9957
C -2.2887 2.7809 4.5544
C -0.0318 2.2867 -0.9733
C 1.8315 0.0702 4.5501
H -0.7668 2.9540 -0.5514
C -1.7314 3.9738 4.1186
Cl -5.3100 0.1100 1.3881
C -0.9152 -1.3919 3.1528
C 4.1117 -0.2330 3.0311
C -0.6539 3.9616 3.2414
H -0.2165 4.8910 2.9110
H 3.1273 0.0261 6.2524
C -2.4707 -3.5442 3.9321
H 0.7634 -2.5331 3.8817
H 0.9345 0.2014 5.1414
H -3.1014 2.7937 5.2626
H -0.6424 -4.4298 4.5999
H -2.2435 0.6458 4.4549
C -3.3949 -0.1297 -0.3257
H -4.1404 -2.4238 3.1822
H 3.9261 -0.6128 0.5514
C -1.0947 -3.5727 4.1279
C 2.8742 -0.1824 2.3669
H -2.7531 -0.5248 2.4355
C -2.2991 -1.3769 2.9230
*
```

Summary:
Lowest unoccupied orbital energy (alpha / beta) in Eh: -0.2349 / -0.3440
Orbital gap (alpha / beta) in eV: 8.28 / 5.94
Energy above the lowest of the compared OMol25 structures with the same formula, charge and spin in kcal per mole: 6.1



Formula: C22H19Cl2CoN4O3
Source: the OMol25 dataset
Level of theory: ωB97M-V/def2-TZVPD

```
! RIJCOSX wB97M-V def2-TZVPD def2/J DEFGRID3
* xyz 0 1
Cl 2.1329 4.5571 4.4257
C 0.5604 2.3374 4.4639
H -0.6906 -2.4468 -1.9884
H 3.3292 0.3631 1.0275
C 2.6500 -1.6596 0.6390
H -2.0195 -4.5052 -1.6831
N -1.0738 -1.7152 -0.1044
H 0.5793 -0.1726 -5.2165
H -0.4842 -0.8816 -3.1063
C 0.8237 0.3331 -4.2932
C 3.7545 -1.9464 -0.3759
N 0.9717 1.4945 0.4037
C 1.3490 3.1900 3.7072
H 3.9879 -1.0418 -0.9409
C 0.2370 -0.0786 -3.1111
H 4.6645 -2.2891 0.1217
H 3.1847 -3.2801 1.9987
Cl 0.3233 2.6033 6.1592
H 3.4302 -2.7177 -1.0765
H -3.1119 -4.9163 0.5264
O 2.1967 3.2364 -0.4986
C -1.6191 -1.9572 1.0978
C 1.3456 1.5396 -1.9204
C -1.3124 -0.9527 2.1908
H -2.7837 -3.2042 2.3556
C 0.9110 1.8876 1.7563
H 2.1514 3.6398 1.7664
C 3.0944 -0.5490 1.5777
C 0.1149 1.0175 2.5284
H 2.6439 2.8596 -2.9549
H 2.3259 -0.3271 2.3175
C 1.5347 2.9720 2.3448
H 1.9695 -3.7050 0.7788
Co 0.2024 -0.1294 0.0492
H -0.6766 0.5817 4.4764
N -0.4090 -0.0436 1.7610
O 1.5038 -1.3474 -0.1418
C 1.7166 1.3921 -4.2605
C -1.9384 -3.7912 -0.8760
N 0.4934 0.5055 -1.9408
C -1.2054 -2.6325 -1.0587
H 1.5228 -2.6954 2.1657
C 2.3160 -2.9139 1.4463
C -0.0643 1.2387 3.8809
H 3.9915 -0.8583 2.1170
O -1.8505 -1.0357 3.2791
C 1.9762 2.0158 -3.0542
C 1.5677 2.1951 -0.5789
H 2.1968 1.7307 -5.1692
C -2.5386 -4.0148 0.3534
C -2.3699 -3.0848 1.3644
*
```

Summary:
Lowest unoccupied orbital energy (alpha / beta) in Eh: -0.0350 / -0.0321
Orbital gap (alpha / beta) in eV: 6.87 / 7.00
Energy above the lowest of the compared OMol25 structures with the same formula, charge and spin in kcal per mole: 1.2



Formula: C22H19ClN2O3S
Source: the OMol25 dataset
Level of theory: ωB97M-V/def2-TZVPD

```
! RIJCOSX wB97M-V def2-TZVPD def2/J DEFGRID3
* xyz 0 1
C -2.2933 -0.3715 0.0988
S 1.9981 -0.5107 1.8897
C -0.2443 4.2669 -2.0205
H 2.8099 -0.9016 4.7679
C 0.0873 2.9433 -1.6758
C 2.5828 -1.8517 4.3012
C 1.5503 -1.5989 0.5529
C 2.5556 -4.3287 4.3056
N -0.5340 0.6524 -1.3515
C 2.2365 -1.8889 2.9470
H 2.1743 3.3506 -1.1677
H -3.0588 7.5464 -2.7718
Cl 2.7737 -5.8871 5.1268
C 1.3644 2.6379 -1.2485
C 1.6936 1.2983 -0.9490
H 1.8501 -5.2522 2.5308
C -2.2017 2.3135 -2.0704
H 0.7327 -1.9176 -1.3554
H 2.6996 1.0345 -0.5943
H 0.5511 5.0038 -1.9639
C -0.1522 -4.3611 0.2781
C 2.1492 -4.3076 2.9923
C 1.3191 -4.1111 0.0825
H -3.6099 3.9216 -2.5494
C 1.0695 -1.1396 -0.6822
C -1.5911 -0.3876 -1.2704
H -2.9885 1.5816 -2.0779
C -1.5505 4.6265 -2.3037
C 2.0244 -3.0960 2.2800
O -0.4836 -5.3443 1.0370
O -0.9546 -3.5278 -0.2231
H 1.5125 -3.9740 -1.0010
O -1.6937 6.0140 -2.4723
H -2.9974 -1.2003 0.1869
C -2.5659 3.6555 -2.3445
C -3.0261 6.4526 -2.7577
H -3.3407 6.0944 -3.7219
H 2.9673 -3.2192 6.0078
H -2.3261 -0.2381 -2.0642
C -0.8691 1.9261 -1.6999
C 2.7651 -3.0931 4.9609
H -3.7009 6.1104 -1.9810
N 1.6928 -2.9676 0.9276
C 0.7160 0.2884 -1.0311
H 1.9495 -4.9572 0.3643
H -1.1982 -1.4079 -1.4473
H -2.8708 0.5579 0.2119
H -1.5739 -0.4355 0.9469
*
```

Summary:
Lowest unoccupied orbital energy in Eh: -0.0633
Orbital gap in eV: 5.54
Energy above the lowest of the compared OMol25 structures with the same formula, charge and spin in kcal per mole: 69.4



Formula: C22H19FMnN3O4SSe
Source: the OMol25 dataset
Level of theory: ωB97M-V/def2-TZVPD

```
! RIJCOSX wB97M-V def2-TZVPD def2/J DEFGRID3
* xyz 0 5
H -4.9174 -4.4156 -1.0165
C -1.0914 -4.0249 -0.3892
H -1.1260 -6.1182 -0.0174
O 2.0468 -3.4455 2.5255
Se -2.7538 -0.6211 -1.5014
H -3.5439 -6.3552 -0.3089
H 0.5700 1.4624 -0.0376
O 3.8791 -1.2803 -1.9569
H 3.9822 3.4808 0.9022
C -3.0920 -5.3829 -0.4446
H -3.5275 1.0411 3.5100
C 1.9425 3.3458 -1.7824
H 3.5562 -2.5869 0.3612
F -5.0293 2.5084 2.0017
H 2.0272 5.9242 -1.0464
C 2.5904 3.8823 -0.6748
H 1.2810 3.9716 -2.3615
C 2.9432 -1.8655 0.9173
C -3.3189 2.3549 0.3863
N 2.3021 -0.9288 0.0553
C -1.8587 -2.9001 -0.7034
N -1.3779 -1.6316 -0.8383
C 2.9182 1.1999 -1.3409
H 4.2727 1.0943 0.3046
N -3.8708 -1.9576 -1.4519
C -3.8618 -4.3115 -0.8283
C -1.2791 1.1628 0.9496
Mn 0.4839 -1.1156 -0.3173
H -0.0221 -3.9271 -0.2576
H -3.9268 2.9381 -0.2889
S 2.7360 -0.5848 -1.4543
C 2.2895 5.2738 -0.2154
C 3.4623 3.0703 0.0485
C -1.7123 -5.2456 -0.2579
C 3.6300 1.7360 -0.2805
C -3.8142 2.0463 1.6406
H 1.5223 1.5664 -2.9077
H 3.1322 5.7010 0.3237
C 1.7895 -2.6348 1.6703
C -1.8504 0.8278 2.1928
O 0.6261 -2.2962 1.2512
H 1.4332 5.2485 0.4616
O 1.4488 -0.7797 -2.1724
H -1.2721 0.2089 2.8612
H 0.6720 0.6391 1.5684
H -1.6183 2.1954 -0.9080
C 2.0867 2.0054 -2.1013
H 3.5670 -1.3832 1.6789
C 0.0807 0.7789 0.6597
C -3.1002 1.2714 2.5466
C -2.0531 1.9136 0.0431
C -3.2532 -3.0548 -0.9966
*
```

Summary:
Lowest unoccupied orbital energy (alpha / beta) in Eh: -0.0687 / -0.0704
Orbital gap (alpha / beta) in eV: 5.51 / 6.22



Formula: C22H19N3O5
Source: the OMol25 dataset
Level of theory: ωB97M-V/def2-TZVPD

```
! RIJCOSX wB97M-V def2-TZVPD def2/J DEFGRID3
* xyz 0 1
H 2.0152 -1.2697 -0.8531
C -3.8762 -1.0949 -0.2414
N 5.1022 -1.4033 -0.9218
C -6.6714 -2.0312 0.0851
C 6.1536 -2.1354 -0.5946
H -5.4291 1.3441 1.4921
H -3.5276 -4.0231 -1.6248
H -6.5794 -2.0740 -1.0018
C -2.3474 0.7350 0.2497
C 1.5945 2.3015 0.1304
C -3.0954 -3.0601 -1.3549
C -0.9924 1.2870 0.1788
H 5.0590 -3.6379 2.2146
C 3.0318 4.2076 -0.1232
O 0.0322 -0.8270 0.5307
C 5.0703 -3.0131 1.3334
C -4.6240 0.8379 0.9837
C -4.9107 -0.4071 0.4242
O -1.7718 3.3894 -0.2064
C 6.1938 -2.9553 0.5220
H -6.1526 -2.8854 0.5247
C 3.9609 -2.2592 0.9918
N 1.3828 0.9657 0.3422
H 7.0779 -3.5296 0.7508
H -1.8321 -1.0215 -0.8362
C 0.6570 4.4945 -0.2777
H 3.0608 -2.2691 1.5847
N -0.8179 2.5948 -0.0229
C -3.3754 1.4100 0.9050
H -2.2814 -3.2124 -0.6400
H 3.7276 2.2156 0.2560
H 3.1367 0.0202 -1.4018
H 4.0247 4.6292 -0.1484
C 1.9240 5.0298 -0.3133
H -0.2271 5.0972 -0.4170
H -2.7046 -2.5767 -2.2563
H 2.0581 6.0857 -0.4857
H 7.0016 -2.0515 -1.2615
C 2.8538 -0.6248 -0.5612
H -7.7251 -2.0637 0.3628
C 4.0285 -1.4673 -0.1493
C 2.8754 2.8574 0.0988
C 0.1266 0.3748 0.3631
H -3.2005 2.3720 1.3562
O -4.1518 -2.3239 -0.7886
C 0.4809 3.1286 -0.0565
O -6.1956 -0.8087 0.6019
O 2.4837 0.1566 0.5761
C -2.6239 -0.5086 -0.3201
*
```

Summary:
Lowest unoccupied orbital energy in Eh: -0.0176
Orbital gap in eV: 7.23
Energy above the lowest of the compared OMol25 structures with the same formula, charge and spin in kcal per mole: 149.5



Formula: C22H19N6O3Se2Te2Ti
Source: the OMol25 dataset
Level of theory: ωB97M-V/def2-TZVPD

```
! RIJCOSX wB97M-V def2-TZVPD def2/J DEFGRID3
* xyz -1 3
H -0.4006 3.2509 -1.1677
C -1.5934 3.4316 0.5962
C -3.2377 5.1965 0.5715
C -1.7596 4.9136 -1.2979
H -0.0423 1.0205 5.7263
C 0.5475 4.0373 4.3070
H 0.9679 3.2294 6.2525
H -3.2528 6.4506 -1.1787
C -0.5571 2.5554 2.7496
H 4.4053 0.7965 2.4586
H 0.8954 2.4938 0.6414
Te -1.2226 -3.0029 -0.9569
H 0.9844 5.0046 4.5246
Se 1.2302 -2.6142 -1.0768
C 4.6864 1.5377 0.4697
O -1.5193 0.0810 0.4730
O -2.9755 1.0978 1.8393
C 0.0045 3.7907 3.0499
H -4.0553 5.7185 1.0544
H 2.5049 0.9207 -2.0608
H -1.4213 5.2031 -2.2855
C -1.9325 1.0527 1.2206
H -3.0002 3.7850 2.1724
N 0.8113 -0.9346 1.8198
C 2.0739 -0.4867 2.1473
H 1.9026 -2.1250 6.0713
C 4.1440 1.5782 -0.8466
C 1.8491 -1.2488 4.2515
H -1.0450 0.6170 3.5309
O 0.2249 1.8016 0.6424
N -1.0998 -1.9781 2.5733
C -2.7900 5.6053 -0.6833
C -1.1647 3.8244 -0.6616
N 0.6164 -1.7383 4.0555
C -2.6444 4.1175 1.2050
C 2.8122 0.1909 1.1446
N 2.2790 0.2515 -0.1329
C -0.5832 1.5731 3.7345
Ti 0.2930 -0.4000 -0.1850
H 3.3378 -1.3053 5.6125
C 0.5358 3.0445 5.2762
C -0.0337 1.8106 4.9852
Te -2.1754 -1.1025 -2.7428
C 4.0345 0.8522 1.4452
N 2.6205 -0.6350 3.3799
H 4.6366 2.1011 -1.6541
H 0.0214 4.5712 2.2963
H -1.5820 -1.6389 1.7511
H 5.6131 2.0528 0.6965
C -0.9631 2.2435 1.3130
C 0.1479 -1.5453 2.8186
Se -0.3150 0.5631 -2.5419
N 2.3408 -1.4024 5.5272
C 2.9631 0.9304 -1.0804
H -1.6338 -2.2193 3.3894
*
```

Summary:
Lowest unoccupied orbital energy (alpha / beta) in Eh: 0.0885 / 0.0875
Orbital gap (alpha / beta) in eV: 5.48 / 6.28
Energy above the lowest of the compared OMol25 structures with the same formula, charge and spin in kcal per mole: 0.0



Formula: C22H19N7SSeTl
Source: the OMol25 dataset
Level of theory: ωB97M-V/def2-TZVPD

```
! RIJCOSX wB97M-V def2-TZVPD def2/J DEFGRID3
* xyz 1 1
C 6.2198 -1.0961 -1.5248
H 4.8192 -1.4627 -3.1210
N -0.6661 -1.3056 1.0734
C 0.7616 4.5920 -0.4689
C -0.2707 -0.7109 3.7493
H 7.0454 -0.9027 -2.1884
H 3.3897 2.4645 -0.5130
C 0.0336 2.2402 -0.7152
H 3.1694 -1.5215 2.0184
Tl -1.2288 -1.1961 -1.5362
C 4.9712 -1.3913 -2.0554
H -6.8955 -2.0061 0.1125
C 4.0579 -1.5220 0.1755
C 0.8064 -0.9698 2.9174
C 6.3954 -1.0621 -0.1561
H -6.9735 1.1476 -1.2772
C -4.6806 -2.0688 -0.0515
H 1.6026 0.7723 -0.7458
C 3.9095 -1.6238 -1.2068
H -0.1129 -0.4724 4.7920
H -6.8865 0.2040 -2.7780
N 2.9579 -1.6472 1.0408
C 1.3780 1.8228 -0.6687
C 1.6573 -1.5693 0.6100
H 7.3694 -0.8716 0.2629
H 1.8019 -0.9131 3.3262
N 1.2942 -1.7159 -0.6120
H 2.8567 4.8462 -0.2849
C -4.5783 -0.4376 -1.4211
N -3.8232 -1.2930 -0.7663
H -2.6607 -1.1145 1.4051
H 0.5108 5.6378 -0.4031
Se -2.4809 2.4656 -0.8471
C 0.5774 -1.2781 1.5738
C -1.5501 -0.7648 3.2220
H -4.3309 -2.8830 0.5502
C 2.3542 2.7670 -0.5300
N -1.5724 3.9285 -0.6673
C -0.2762 3.6466 -0.6158
H 5.4571 -1.2264 1.7649
N -5.8828 -0.6211 -1.1565
H -4.2066 0.3051 -2.1002
H -7.9172 -0.3432 -1.4432
C -5.9628 -1.6589 -0.2787
C -6.9753 0.1393 -1.6937
N -1.0334 1.4540 -0.8531
C -1.6891 -1.0641 1.8738
C 2.0484 4.1432 -0.4189
H -2.4174 -0.5675 3.8280
S 2.3110 -2.0338 -1.8916
C 5.3161 -1.2631 0.6950
*
```

Summary:
Lowest unoccupied orbital energy in Eh: -0.1257
Orbital gap in eV: 6.59